1.
7
Properties=species:S:1:pos:R:3:forces:R:3 method="wB97M-V/def2-TZVPD" smiles="N=C=O.C#N" homo_ev=-11.79 max_force_ev_per_a=1.889 relative_energy_kj_mol=74.80 gap_ev=12.2 total_energy_ev=-7133.0684
N 1.53449 0.36244 -0.81159 -1.015 0.366 0.140
C 1.36333 -0.52775 -0.03436 -0.386 0.082 -0.365
O 0.93292 -1.33125 0.66905 -0.090 -1.059 1.067
H 2.33159 0.66453 -1.26790 1.586 0.585 -0.843
C -2.05653 0.33503 0.38504 -0.789 -0.413 1.372
N -3.02298 0.45106 1.00738 0.847 0.155 -0.978
H -1.08282 0.04594 0.05237 -0.153 0.283 -0.393



2.
24
Properties=species:S:1:pos:R:3:forces:R:3 method="wB97M-V/def2-TZVPD" homo_ev=-8.57 max_force_ev_per_a=5.197 relative_energy_kj_mol=237.26 gap_ev=9.4 total_energy_ev=-14769.2937
C -0.20106 -2.80907 0.46285 0.947 0.165 -0.210
N -0.10514 -1.55797 0.20532 0.113 -1.503 0.563
C 1.08568 -0.84638 -0.06880 -0.297 -1.319 -2.307
C 1.43244 0.24717 0.64569 -2.315 -1.145 2.222
C 2.41441 1.05439 0.32012 2.377 3.636 0.470
C 3.19430 0.80913 -0.78958 0.010 0.894 -2.152
C 2.78182 -0.17156 -1.73936 -1.167 -0.118 5.063
C 1.74826 -1.04434 -1.28842 0.340 0.155 -0.520
H -1.23776 -3.17877 0.56860 0.668 -0.038 0.058
H 0.67122 -3.60069 0.57903 -1.464 1.748 -0.294
H 0.90497 0.43607 1.54286 -0.743 0.241 0.769
H 2.49442 1.99672 0.97082 0.531 -1.530 -1.115
H 3.98682 1.54304 -1.04158 -0.403 -0.784 0.116
H 3.46670 -0.45102 -2.44259 1.134 -0.509 -2.424
H 1.39151 -1.88555 -1.87328 0.243 0.094 -0.261
C -2.72368 1.55163 -0.57188 -0.402 1.791 1.657
C -2.22630 1.25771 0.81402 -1.120 -0.619 -0.960
C -2.81058 0.28387 1.48676 2.176 0.369 1.951
F -3.58436 -0.62789 0.91433 -0.753 -0.391 -0.144
H -2.87152 2.67170 -0.59168 -0.273 -1.149 -0.280
H -3.65281 1.00244 -0.56012 -0.381 0.233 -1.139
H -2.06920 1.32280 -1.36808 0.694 -0.602 -0.850
H -1.54667 1.91724 1.27445 0.655 0.488 0.739
H -2.54346 0.07933 2.55052 -0.569 -0.108 -0.953



3.
71
Properties=species:S:1:pos:R:3:forces:R:3 method="wB97M-V/def2-TZVPD" homo_ev=-9.94 max_force_ev_per_a=0.811 total_charge=+1 gap_ev=6.2 total_energy_ev=-75424.9463
Ti -0.08728 0.15204 0.35688 0.768 -0.127 -0.228
C -1.60946 1.86252 3.35594 0.027 0.010 0.019
C -2.14360 2.11133 1.98682 0.005 0.015 0.040
C -3.17956 2.95332 1.57675 0.003 -0.019 -0.001
C -3.28472 2.78941 0.20477 0.015 -0.029 -0.013
C -4.21494 3.42957 -0.76611 -0.017 0.018 0.006
N -2.35491 1.89423 -0.16991 -0.069 -0.008 0.025
N -1.65705 1.47788 0.91988 0.093 0.037 -0.063
B -1.95566 1.30531 -1.53601 -0.008 0.026 0.022
N -2.09449 -0.24598 -1.41137 -0.228 -0.031 0.128
N -1.77885 -0.92066 -0.25115 -0.065 0.074 0.005
C -2.33325 -2.13067 -0.31869 0.051 -0.028 -0.030
C -2.21652 -3.13037 0.77893 0.065 0.034 0.020
C -3.00763 -2.25843 -1.53175 0.010 0.005 0.029
C -2.83659 -1.05731 -2.19186 0.089 0.046 -0.062
C -3.36281 -0.63771 -3.51972 -0.005 -0.010 -0.028
N -0.47421 1.76594 -1.79489 -0.140 0.160 0.130
N 0.40770 1.79707 -0.73782 -0.110 0.057 -0.265
C 1.41741 2.60823 -1.06115 0.015 -0.022 0.011
C 2.52836 2.90885 -0.11857 0.017 -0.044 -0.009
C 1.19778 3.10743 -2.34194 -0.009 0.005 0.004
C -0.00092 2.56203 -2.77136 -0.009 -0.066 -0.034
C -0.71759 2.76452 -4.06024 0.002 0.018 -0.014
H -1.58288 2.78755 3.92922 -0.003 -0.003 0.002
H -0.59928 1.45367 3.31657 -0.006 -0.006 -0.010
H -2.24227 1.15595 3.89480 -0.008 0.004 -0.003
H -3.77789 3.59784 2.19748 0.001 0.000 -0.002
H -4.87592 4.11747 -0.24465 0.004 0.002 0.001
H -4.82790 2.68368 -1.27267 0.006 -0.002 -0.002
H -3.66827 3.98848 -1.52606 0.001 -0.002 0.000
H -2.64428 1.69995 -2.41844 -0.020 0.004 -0.011
H -1.86113 -2.66932 1.70064 0.024 0.002 -0.015
H -1.53354 -3.93188 0.50050 0.047 -0.028 -0.005
H -3.19058 -3.57604 0.97672 0.006 0.004 0.003
H -3.56499 -3.11134 -1.87912 0.007 -0.003 0.001
H -3.79265 -1.49661 -4.02949 -0.003 -0.002 0.008
H -2.56822 -0.22988 -4.14395 -0.005 0.002 -0.001
H -4.13663 0.12365 -3.41703 0.002 0.000 0.001
H 2.46239 2.29748 0.77818 -0.001 -0.031 -0.019
H 2.47761 3.95649 0.18122 0.025 -0.005 0.000
H 3.49701 2.74152 -0.58742 0.002 -0.020 -0.016
H 1.82627 3.78977 -2.88821 0.001 -0.002 0.001
H -0.10983 3.37129 -4.72694 0.005 -0.002 0.005
H -1.67111 3.27041 -3.90814 -0.002 -0.004 -0.001
H -0.91605 1.81029 -4.54838 -0.008 0.002 0.001
Te 1.24941 -1.14889 -1.62772 -0.113 0.113 -0.050
C 1.94737 -2.88130 -0.65493 0.049 -0.019 -0.064
C 2.93312 -3.62701 -1.29980 -0.004 -0.048 0.023
C 3.38025 -4.81866 -0.74838 0.003 0.021 -0.012
C 2.85281 -5.27946 0.45081 0.011 -0.007 0.014
C 1.88350 -4.53312 1.10215 0.019 -0.014 -0.036
C 1.43746 -3.33733 0.55291 -0.025 -0.076 -0.022
H 3.35257 -3.28335 -2.23737 -0.011 0.004 -0.002
H 4.14253 -5.39076 -1.26117 0.001 0.002 0.005
H 3.19985 -6.21197 0.87523 -0.004 0.001 0.001
H 1.47588 -4.87508 2.04584 -0.008 -0.012 -0.009
H 0.69831 -2.75738 1.08813 -0.114 -0.009 0.015
C 2.64268 -1.83759 3.36277 0.017 0.061 0.082
Si 2.66262 -0.31418 2.30971 -0.083 0.068 0.001
C 3.94736 -0.45295 0.96969 -0.004 -0.055 0.090
C 2.83230 1.21949 3.36406 0.021 0.010 -0.016
O 1.10734 -0.10858 1.57338 -0.288 -0.215 0.253
H 3.58027 -1.83010 3.92902 -0.024 -0.052 0.023
H 2.61484 -2.75395 2.77546 0.045 0.083 0.049
H 1.82616 -1.85073 4.08637 -0.019 0.035 0.000
H 4.20051 -1.50344 0.81063 -0.004 0.005 0.000
H 4.85872 0.07261 1.26361 -0.008 -0.002 0.010
H 3.61504 -0.06236 0.00964 -0.029 0.107 -0.018
H 3.86867 1.56205 3.39099 0.003 -0.020 0.029
H 2.52500 1.01696 4.39166 -0.018 0.006 -0.002
H 2.22437 2.04815 2.99510 0.011 -0.018 0.003



4.
10
Properties=species:S:1:pos:R:3:forces:R:3 method="wB97M-V/def2-TZVPD" homo_ev="-8.89 / -8.89" max_force_ev_per_a=2.871 relative_energy_kj_mol=212.44 gap_ev="6.3 / 6.3" total_energy_ev=-27797.7024
C -1.21759 0.28546 1.47641 1.076 0.398 0.607
N 2.46227 0.07841 -1.89362 0.822 -0.873 2.126
N -2.15514 -0.52214 0.87733 0.206 -0.037 -0.735
O -1.28032 0.73716 2.60144 -0.367 -0.514 -0.982
S 2.58747 1.24485 -0.74305 -1.084 -0.768 0.015
S 0.13343 0.49220 0.29192 0.856 -0.310 -1.693
H 1.55761 0.03380 -2.34424 0.044 -0.104 -0.395
H 2.91906 -0.85712 -1.64827 -1.117 1.746 -0.619
H -2.06012 -0.87026 -0.13508 -0.476 0.865 2.696
H -2.94667 -0.62236 1.51717 0.040 -0.402 -1.019